Entry 1:
C6H11NO | the ωB97M-V functional and the def2-TZVPD basis

```
! wB97M-V def2-TZVPD RIJCOSX def2/J DEFGRID3
* xyz 0 1
C -0.074 -1.000 -2.190
C -0.713 -0.756 -0.752
N -0.958 0.579 -0.628
C 0.064 1.250 0.276
C 0.222 1.870 1.604
C -0.144 0.212 1.523
C 0.169 -1.002 0.599
O 1.499 -1.013 0.242
H 1.103 -0.630 -2.272
H -0.539 -0.675 -3.152
H 0.035 -2.089 -2.315
H -1.747 -1.340 -0.994
H -1.951 0.883 -0.389
H 1.126 0.875 -0.030
H 1.186 2.469 2.046
H -0.408 2.593 2.260
H -1.048 0.198 2.126
H -0.073 -2.005 1.092
H 2.250 -0.421 0.952
*
```

The SMILES is C[C@@H]1N[C@H]2C[C@@H]2[C@@H]1O. The largest force on an atom comes out at 8.20 eV/Å. Its calculated total energy is -364.901386 hartree. The calculation puts the energy above the lowest of the compared OMol25 structures with the same formula, charge and spin at 8.982 eV. As for the LUMO energy: 0.57 eV. For the HOMO energy, the calculation gives -7.39 eV.

---

Entry 2:
C6H11NO | the ωB97M-V functional and the def2-TZVPD basis

```
! wB97M-V def2-TZVPD RIJCOSX def2/J DEFGRID3
* xyz 0 1
C -1.409 1.385 -1.382
C -0.658 0.121 -1.716
C 0.035 -0.753 -0.816
C 0.233 -2.071 -1.222
C 0.155 -0.283 0.618
C 0.210 -0.891 2.056
H -1.288 2.018 -2.557
H -2.659 0.992 -1.305
H -0.686 1.935 -0.493
H -0.390 -0.330 -2.808
H 0.738 -1.918 -2.545
H -1.081 -2.906 -0.911
H 1.323 -2.890 -0.253
H 1.200 -1.479 2.293
H -0.518 -1.774 2.099
H -0.025 -0.240 3.114
H 1.685 2.147 1.367
N 0.617 0.958 0.435
O 0.747 1.586 1.716
*
```

The largest force on an atom comes out at 6.44 eV/Å. Its calculated total energy is -364.750908 hartree. The calculation puts the energy above the lowest of the compared OMol25 structures with the same formula, charge and spin at 13.077 eV. As for the LUMO energy: 0.26 eV. For the HOMO energy, the calculation gives -8.13 eV.

---

Entry 3:
C6H11NO | the ωB97M-V functional and the def2-TZVPD basis

```
! wB97M-V def2-TZVPD RIJCOSX def2/J DEFGRID3
* xyz 0 1
C -1.889 -0.917 0.044
N -0.897 -0.053 -0.761
C -0.636 1.180 -0.207
C 0.840 1.397 0.228
C 0.972 -0.076 0.367
O 0.418 -0.588 1.411
C 1.749 -1.118 -0.404
C 0.491 -0.555 -1.035
H -1.626 -1.003 1.162
H -1.756 -2.057 -0.232
H -2.707 -0.354 -0.095
H -1.266 1.424 0.778
H -0.752 1.976 -0.971
H 0.843 1.864 1.378
H 1.588 1.706 -0.525
H -0.650 -0.252 1.517
H 2.820 -0.595 -0.778
H 1.730 -2.134 -0.061
H 0.729 0.156 -1.817
*
```

The SMILES is CN1CC[C@]2(O)C[C@@H]12. The largest force on an atom comes out at 6.99 eV/Å. Its calculated total energy is -364.918071 hartree. The calculation puts the energy above the lowest of the compared OMol25 structures with the same formula, charge and spin at 8.528 eV. As for the LUMO energy: 0.79 eV. For the HOMO energy, the calculation gives -7.39 eV.

---

Entry 4:
C6H11NO | the ωB97M-V functional and the def2-TZVPD basis

```
! wB97M-V def2-TZVPD RIJCOSX def2/J DEFGRID3
* xyz 0 1
C -2.597 0.518 0.460
C -1.470 0.059 -0.424
C 0.350 -0.795 -0.472
C 1.595 -0.973 0.508
C 1.337 1.363 -0.238
C -0.025 0.690 0.027
H -2.893 1.520 0.590
H -3.702 0.311 0.181
H -2.323 0.218 1.479
H -1.775 0.432 -1.507
H -1.471 -1.783 0.601
H 0.975 -1.027 -1.527
H 2.425 -1.965 0.824
H 1.142 -0.985 1.722
H 1.336 2.218 0.668
H 1.200 1.935 -1.333
H -0.266 0.805 1.254
N -1.095 -1.291 -0.377
O 2.234 0.272 0.065
*
```

The largest force on an atom comes out at 6.58 eV/Å. Its calculated total energy is -364.919789 hartree. The calculation puts the energy above the lowest of the compared OMol25 structures with the same formula, charge and spin at 8.481 eV. As for the LUMO energy: 0.94 eV. For the HOMO energy, the calculation gives -9.15 eV.

---

Entry 5:
C6H11NO | the ωB97M-V functional and the def2-TZVPD basis

```
! wB97M-V def2-TZVPD RIJCOSX def2/J DEFGRID3
* xyz 0 1
C -0.665 -0.789 0.357
C -1.789 -0.764 -0.678
C -0.929 0.214 1.483
C 0.698 -0.652 -0.356
C 1.101 0.703 -0.772
N 2.048 -0.236 0.516
C 1.186 1.902 -1.260
O 1.005 -1.510 -1.269
H -0.621 -1.796 0.791
H 2.765 -0.857 0.156
H 1.992 -0.158 1.524
H -1.588 -1.476 -1.479
H -1.884 0.229 -1.129
H -2.747 -1.021 -0.218
H -1.868 -0.030 1.988
H -1.037 1.231 1.096
H -0.149 0.216 2.247
H 0.587 2.170 -2.124
H 1.894 2.624 -0.870
*
```

The largest force on an atom comes out at 3.02 eV/Å. Its calculated total energy is -365.067597 hartree. The calculation puts the energy above the lowest of the compared OMol25 structures with the same formula, charge and spin at 4.459 eV. As for the LUMO energy: 0.58 eV. For the HOMO energy, the calculation gives -8.11 eV.

---

Entry 6:
C6H11NO | the ωB97M-V functional and the def2-TZVPD basis

```
! wB97M-V def2-TZVPD RIJCOSX def2/J DEFGRID3
* xyz 0 1
C 0.535 -2.377 1.275
C 0.760 0.961 -1.700
C -1.637 0.908 -0.901
C 0.250 0.201 0.699
C 0.233 -1.128 0.536
C -0.235 0.351 -0.728
N 0.646 1.131 1.653
O -0.228 -1.106 -0.797
H 0.073 1.965 1.649
H 0.707 0.731 2.581
H 1.588 -2.419 1.553
H 0.303 -3.224 0.635
H -0.063 -2.446 2.185
H -1.983 0.726 -1.916
H -2.320 0.422 -0.208
H 0.423 0.805 -2.722
H 1.732 0.492 -1.574
H 0.853 2.027 -1.508
H -1.636 1.980 -0.712
*
```

The largest force on an atom comes out at 0.90 eV/Å. Its calculated total energy is -365.165344 hartree. The calculation puts the energy above the lowest of the compared OMol25 structures with the same formula, charge and spin at 1.799 eV. As for the LUMO energy: 0.87 eV. For the HOMO energy, the calculation gives -7.27 eV.

---

Entry 7:
C6H11NO | the ωB97M-V functional and the def2-TZVPD basis

```
! wB97M-V def2-TZVPD RIJCOSX def2/J DEFGRID3
* xyz 1 2
O 2.010 -2.144 -0.241
C 1.095 -1.644 0.408
N 0.665 -0.450 -0.018
C -0.380 0.155 0.862
C -1.231 0.962 -0.128
C -0.344 2.066 -0.684
C -0.247 2.046 -2.053
C -1.211 -0.883 1.693
H 0.743 -1.946 1.348
H 0.734 -0.200 -0.998
H 0.221 0.836 1.607
H -1.818 0.377 -0.939
H -2.095 1.434 0.519
H 0.044 2.945 -0.137
H -0.782 1.353 -2.802
H 0.521 2.720 -2.594
H -0.777 -0.906 2.724
H -2.227 -0.636 1.696
H -1.389 -1.880 1.041
*
```

The largest force on an atom comes out at 3.79 eV/Å. Its calculated total energy is -364.790477 hartree. The calculation puts the energy above the lowest of the compared OMol25 structures with the same formula, charge and spin at 3.774 eV. As for the LUMO energy (alpha / beta): -4.06 / -8.91 eV. For the HOMO energy (alpha / beta), the calculation gives -14.17 / -13.97 eV.

---

Entry 8:
C6H11NO | the ωB97M-V functional and the def2-TZVPD basis

```
! wB97M-V def2-TZVPD RIJCOSX def2/J DEFGRID3
* xyz 1 2
O 0.455 1.126 1.593
C 1.220 0.062 1.264
C 1.661 -0.058 -0.270
C 0.508 0.589 -1.086
C -0.745 -0.206 -0.933
C -1.827 0.314 -0.212
C -3.043 -0.411 0.273
N 1.809 -1.333 -0.849
H 2.142 0.001 1.910
H 0.800 -0.938 1.459
H 0.184 1.595 -0.824
H 0.775 0.706 -2.194
H -0.557 -1.136 -1.342
H -1.647 1.269 0.312
H -3.836 0.267 0.661
H -2.727 -1.083 1.047
H -3.481 -1.075 -0.521
H 2.551 0.624 -0.583
H 2.847 -1.646 -0.942
*
```

The largest force on an atom comes out at 4.97 eV/Å. Its calculated total energy is -364.658227 hartree. The calculation puts the energy above the lowest of the compared OMol25 structures with the same formula, charge and spin at 7.373 eV. As for the LUMO energy (alpha / beta): -8.40 / -8.46 eV. For the HOMO energy (alpha / beta), the calculation gives -13.59 / -13.65 eV.

---

Entry 9:
C6H11NO2 | the ωB97M-V functional and the def2-TZVPD basis

```
! wB97M-V def2-TZVPD RIJCOSX def2/J DEFGRID3
* xyz 0 1
C -0.080 1.766 1.072
C -1.819 0.390 -0.190
C -0.365 0.783 -0.049
O 0.300 1.061 -1.158
H -0.473 1.402 2.019
H 0.987 1.957 1.161
H -2.416 1.299 -0.311
H -1.973 -0.239 -1.064
H -2.158 -0.138 0.700
H -0.574 2.708 0.817
C 0.485 -0.791 0.814
N 1.829 -0.598 0.850
C 0.251 -1.898 -0.950
C 0.511 -1.353 -2.037
O -0.152 -1.254 1.738
H 2.295 -0.175 0.065
H 2.342 -0.788 1.697
H -0.098 -2.719 -0.360
H 0.689 -1.535 -3.080
H 0.417 0.124 -1.733
*
```

The largest force on an atom comes out at 1.79 eV/Å. Its calculated total energy is -440.299604 hartree. The calculation puts the energy above the lowest of the compared OMol25 structures with the same formula, charge and spin at 5.106 eV. As for the LUMO energy: -0.33 eV. For the HOMO energy, the calculation gives -8.29 eV.

---

Entry 10:
C6H11NO2 | the ωB97M-V functional and the def2-TZVPD basis

```
! wB97M-V def2-TZVPD RIJCOSX def2/J DEFGRID3
* xyz 0 1
C 1.140 -0.002 -2.126
O 1.081 0.455 -0.776
C 0.549 -0.485 0.091
C 1.422 -1.683 0.355
C -0.640 -0.293 0.699
N -1.201 -1.126 1.659
C -1.517 0.834 0.203
C -1.072 2.252 0.447
O -2.620 0.580 -0.279
H 0.132 -0.150 -2.524
H 1.732 -0.917 -2.223
H 1.632 0.777 -2.717
H 1.174 -2.197 1.288
H 1.309 -2.411 -0.457
H 2.475 -1.392 0.411
H -2.087 -0.756 2.003
H -0.556 -1.313 2.423
H -0.257 2.531 -0.222
H -1.917 2.920 0.254
H -0.777 2.376 1.492
*
```

The SMILES is CO/C(C)=C(/N)C(C)=O. The largest force on an atom comes out at 2.18 eV/Å. Its calculated total energy is -440.413345 hartree. The calculation puts the energy above the lowest of the compared OMol25 structures with the same formula, charge and spin at 2.011 eV. As for the LUMO energy: 0.83 eV. For the HOMO energy, the calculation gives -8.10 eV.

---

Which of these has the highest calculated total energy? number 8

---

Copy entry 5 word for word.
C6H11NO | the ωB97M-V functional and the def2-TZVPD basis

```
! wB97M-V def2-TZVPD RIJCOSX def2/J DEFGRID3
* xyz 0 1
C -0.665 -0.789 0.357
C -1.789 -0.764 -0.678
C -0.929 0.214 1.483
C 0.698 -0.652 -0.356
C 1.101 0.703 -0.772
N 2.048 -0.236 0.516
C 1.186 1.902 -1.260
O 1.005 -1.510 -1.269
H -0.621 -1.796 0.791
H 2.765 -0.857 0.156
H 1.992 -0.158 1.524
H -1.588 -1.476 -1.479
H -1.884 0.229 -1.129
H -2.747 -1.021 -0.218
H -1.868 -0.030 1.988
H -1.037 1.231 1.096
H -0.149 0.216 2.247
H 0.587 2.170 -2.124
H 1.894 2.624 -0.870
*
```

The largest force on an atom comes out at 3.02 eV/Å. Its calculated total energy is -365.067597 hartree. The calculation puts the energy above the lowest of the compared OMol25 structures with the same formula, charge and spin at 4.459 eV. As for the LUMO energy: 0.58 eV. For the HOMO energy, the calculation gives -8.11 eV.

---

What is the calculated total energy in the fifth record? -365.067597 hartree